Entry 1:
Entry from OMol25: 2 unconnected molecules or ions with the total composition C5H15N2S in a non-equilibrium geometry (ωB97M-V with the def2-TZVPD basis set).

## Properties
HOMO level (eV): -13.10
Strongest force on any atom (eV/Å): 2.77
E_tot (eV): -19236.422
Energy above the lowest of the compared OMol25 structures with the same formula, charge and spin (kcal per mole): 32.09

ORCA input file:
```
! RIJCOSX wB97M-V def2-TZVPD def2/J DEFGRID3
* xyz 1 1
C 1.239 -1.169 -0.919
C 0.673 -1.280 -2.147
N -0.143 -0.187 -2.645
N 1.798 -2.268 -0.288
H 1.403 -0.180 -0.453
H 0.543 -2.219 -2.729
H -1.107 -0.452 -2.764
H -0.125 0.570 -1.925
H 0.198 0.208 -3.547
H 1.517 -3.178 -0.658
H 1.569 -2.244 0.701
C -1.373 0.342 2.696
C -1.066 0.518 1.212
C -0.054 1.654 1.081
S 0.012 2.406 -0.595
H -2.185 -0.448 2.946
H -1.800 1.344 3.009
H -0.486 0.142 3.256
H -0.659 -0.451 0.762
H -1.953 0.769 0.616
H 0.960 1.238 1.415
H -0.303 2.505 1.730
H 1.343 2.379 -0.755
*
```

Entry 2:
Entry from OMol25: 2 unconnected molecules or ions with the total composition C5H15N2S in a non-equilibrium geometry (ωB97M-V with the def2-TZVPD basis set).

## Properties
HOMO level (eV): -13.55
Strongest force on any atom (eV/Å): 3.84
E_tot (eV): -19235.825
Energy above the lowest of the compared OMol25 structures with the same formula, charge and spin (kcal per mole): 45.84

ORCA input file:
```
! RIJCOSX wB97M-V def2-TZVPD def2/J DEFGRID3
* xyz 1 1
C -0.914 0.927 -1.545
C -2.090 -1.368 1.218
C 1.961 -1.435 0.285
C 0.614 2.344 0.620
C -1.108 0.315 -0.160
N -1.750 -0.818 -0.068
N 1.740 -0.337 -0.650
S -0.355 0.883 1.216
H 0.100 0.837 -1.851
H -1.126 1.988 -1.655
H -1.428 0.524 -2.471
H -2.859 -0.756 1.818
H -2.345 -2.350 1.125
H -1.137 -1.320 1.783
H 2.049 -0.854 1.239
H 1.069 -2.176 0.485
H 2.786 -2.137 0.143
H 0.376 3.018 1.349
H 0.237 2.599 -0.304
H 1.648 2.124 0.604
H -1.823 -1.241 -0.999
H 1.675 -0.874 -1.467
H 2.679 0.107 -0.716
*
```

Entry 3:
Entry from OMol25: a gas-phase ion, C5H15N3 (charge -1) in a non-equilibrium geometry (ωB97M-V with the def2-TZVPD basis set).

## Properties
HOMO level (spin up / spin down) (eV): 1.41 / -5.17
Strongest force on any atom (eV/Å): 2.07
E_tot (eV): -9896.186
Energy above the lowest of the compared OMol25 structures with the same formula, charge and spin (kcal per mole): 16.36

ORCA input file:
```
! RIJCOSX wB97M-V def2-TZVPD def2/J DEFGRID3
* xyz -1 2
C -0.946 2.518 0.799
N -1.142 1.049 0.980
C -0.332 0.257 0.028
C 1.121 0.212 0.514
C 2.064 -0.315 -0.596
N 2.555 -1.646 -0.256
C -0.997 -1.094 -0.139
N -2.119 -1.044 -1.138
H -0.090 2.790 0.195
H -0.908 2.940 1.808
H -1.839 2.931 0.318
H -2.130 0.851 0.817
H -0.305 0.643 -0.999
H 1.373 1.212 0.853
H 1.199 -0.444 1.380
H 1.612 -0.210 -1.584
H 2.927 0.359 -0.568
H 1.896 -2.398 -0.476
H 3.276 -1.930 -0.913
H -1.336 -1.552 0.800
H -0.420 -1.979 -0.468
H -2.931 -1.401 -0.648
H -2.316 -0.072 -1.372
*
```

Entry 4:
Entry from OMol25: 2 unconnected molecules or ions with the total composition C5H15N3 in a non-equilibrium geometry (ωB97M-V with the def2-TZVPD basis set).

## Properties
HOMO level (eV): -7.39
Strongest force on any atom (eV/Å): 3.04
E_tot (eV): -9896.174
Energy above the lowest of the compared OMol25 structures with the same formula, charge and spin (kcal per mole): 68.65

ORCA input file:
```
! RIJCOSX wB97M-V def2-TZVPD def2/J DEFGRID3
* xyz 0 1
C 0.015 2.338 0.251
C -0.355 1.194 -0.665
C -1.233 0.197 -0.248
N -1.641 0.113 1.106
N -2.123 -0.402 -1.186
H 0.451 1.958 1.177
H 0.733 2.996 -0.237
H -0.856 2.941 0.521
H -0.435 1.474 -1.711
H -2.276 -0.649 1.299
H -2.038 0.978 1.454
H -2.344 -1.361 -0.947
H -1.767 -0.367 -2.133
C 1.799 -0.684 -0.890
N 0.966 -1.579 -0.207
C 1.290 -1.713 1.211
H 1.109 0.417 -0.831
H 2.819 -0.612 -0.517
H 1.806 -0.851 -1.965
H -0.037 -1.115 -0.226
H 2.231 -2.255 1.312
H 0.499 -2.273 1.707
H 1.386 -0.748 1.728
*
```

Entry 5:
Entry from OMol25: C5H15N3 in the gas phase in a non-equilibrium geometry (ωB97M-V with the def2-TZVPD basis set).

## Properties
HOMO level (eV): -8.52
Strongest force on any atom (eV/Å): 2.45
E_tot (eV): -9896.802
Energy above the lowest of the compared OMol25 structures with the same formula, charge and spin (kcal per mole): 54.18

ORCA input file:
```
! RIJCOSX wB97M-V def2-TZVPD def2/J DEFGRID3
* xyz 0 1
C -0.326 1.610 -0.275
N -0.040 0.271 0.151
C -1.071 -0.679 -0.306
C -2.378 -0.469 0.490
N -3.362 -1.449 0.060
C 1.279 -0.189 -0.235
C 2.433 0.645 0.422
N 3.749 0.100 0.111
H -0.334 1.728 -1.377
H -1.354 2.006 -0.116
H 0.278 2.379 0.227
H -0.738 -1.703 -0.096
H -1.081 -0.630 -1.412
H -2.857 0.498 0.612
H -1.778 -0.730 1.404
H -4.298 -1.317 0.424
H -3.138 -2.385 0.382
H 1.291 -1.283 -0.238
H 1.655 -0.022 -1.286
H 2.128 0.740 1.477
H 2.318 1.665 0.014
H 3.764 -0.852 0.459
H 3.860 0.065 -0.895
*
```

Entry 6:
Entry from OMol25: a gas-phase ion, C5H15N3 (charge +2) in a non-equilibrium geometry (ωB97M-V with the def2-TZVPD basis set).

## Properties
HOMO level (eV): -18.32
Strongest force on any atom (eV/Å): 4.17
E_tot (eV): -9882.578
Energy above the lowest of the compared OMol25 structures with the same formula, charge and spin (kcal per mole): 22.63

ORCA input file:
```
! RIJCOSX wB97M-V def2-TZVPD def2/J DEFGRID3
* xyz 2 1
C -1.185 0.651 -2.450
C -1.617 -0.235 -1.268
N -2.024 -1.525 -1.974
C -0.711 -0.664 -0.107
C 0.150 0.563 0.373
N 1.040 -0.049 1.375
C 1.800 0.879 1.999
N 2.914 0.699 2.646
H -0.802 0.159 -3.353
H -2.072 1.199 -2.820
H -0.557 1.451 -2.083
H -2.534 0.209 -0.844
H -1.201 -2.030 -2.339
H -2.546 -1.316 -2.842
H -2.567 -2.263 -1.475
H -1.369 -0.961 0.688
H -0.076 -1.503 -0.416
H -0.392 1.373 0.864
H 0.785 0.960 -0.474
H 1.296 -1.012 1.505
H 1.510 1.917 1.920
H 3.218 -0.258 2.759
H 3.326 1.470 3.194
*
```

Entry 7:
Entry from OMol25: a molecular structure, C5H15N3O in a non-equilibrium geometry (ωB97M-V with the def2-TZVPD basis set).

## Properties
HOMO level (eV): -8.27
Strongest force on any atom (eV/Å): 3.10
E_tot (eV): -11944.977
Energy above the lowest of the compared OMol25 structures with the same formula, charge and spin (kcal per mole): 40.87

ORCA input file:
```
! RIJCOSX wB97M-V def2-TZVPD def2/J DEFGRID3
* xyz 0 1
C -0.422 0.153 1.251
C -0.173 1.486 -0.944
C -1.197 1.323 1.841
C 1.006 0.077 1.670
N -0.526 0.195 -0.362
H -1.481 -0.047 -0.611
H -0.949 -0.781 1.465
H -0.853 2.288 -0.642
H -0.212 1.417 -2.030
H 0.846 1.725 -0.645
H -0.667 2.261 1.686
H -1.300 1.169 2.915
H -2.196 1.409 1.409
H 1.421 1.047 1.938
H 1.608 -0.316 0.656
H 1.145 -0.628 2.487
C 0.671 -1.141 -1.193
N 0.389 -1.021 -2.562
N 0.080 -2.290 -0.628
O 1.814 -0.755 -0.787
H -0.408 -1.529 -2.904
H 1.063 -0.459 -3.057
H -0.079 -3.067 -1.249
H 0.418 -2.518 0.294
*
```

Entry 8:
Entry from OMol25: 2 unconnected molecules or ions with the total composition C5H15N3O in a non-equilibrium geometry (ωB97M-V with the def2-TZVPD basis set).

## Properties
HOMO level (eV): -8.71
Strongest force on any atom (eV/Å): 3.81
E_tot (eV): -11944.511
Energy above the lowest of the compared OMol25 structures with the same formula, charge and spin (kcal per mole): 51.62

ORCA input file:
```
! RIJCOSX wB97M-V def2-TZVPD def2/J DEFGRID3
* xyz 0 1
C -1.173 0.276 -2.130
C 0.072 0.671 -1.376
O 0.347 1.827 -1.091
N 0.937 -0.458 -0.961
C 2.248 -0.125 -0.408
N 0.867 -1.662 -1.714
H -1.001 0.404 -3.201
H -1.489 -0.747 -1.926
H -1.990 0.917 -1.788
H 2.349 -0.691 0.524
H 3.057 -0.389 -1.093
H 2.353 0.922 -0.125
H 1.262 -1.505 -2.642
H 1.460 -2.372 -1.286
C -0.254 0.965 2.368
C -1.059 0.318 1.249
N -1.946 -0.743 1.723
H -0.901 1.426 3.123
H 0.392 1.749 1.960
H 0.381 0.231 2.876
H -1.690 1.088 0.796
H -0.258 -0.237 0.503
H -2.558 -0.385 2.455
H -1.404 -1.481 2.165
*
```

Entry 9:
Entry from OMol25: 2 unconnected molecules or ions with the total composition C5H15N9 in a non-equilibrium geometry (ωB97M-V with the def2-TZVPD basis set).

## Properties
HOMO level (eV): -14.63
Strongest force on any atom (eV/Å): 5.19
E_tot (eV): -18821.379

ORCA input file:
```
! RIJCOSX wB97M-V def2-TZVPD def2/J DEFGRID3
* xyz 2 1
C -1.221 -2.632 0.876
C -0.576 -0.683 0.192
C -0.350 0.240 -0.877
C -0.366 -0.701 1.589
C 1.247 1.949 -0.003
N -1.078 -1.911 -0.210
N 0.307 1.387 -0.931
N 1.850 1.081 0.751
N -0.736 -1.981 1.916
N -0.090 0.301 2.474
N 1.434 3.328 -0.135
N 0.229 2.152 -2.039
N 2.706 1.331 1.725
N -2.218 -2.753 -2.459
H -1.374 -3.771 0.884
H -1.542 -2.265 -1.548
H -0.660 -0.086 -1.846
H -0.784 -2.242 2.955
H 0.097 1.259 2.193
H 0.542 0.080 3.280
H 1.151 3.878 0.590
H 2.361 3.435 -0.496
H -0.648 1.991 -2.621
H 0.536 3.075 -1.837
H 3.046 2.212 1.857
H 3.228 0.483 1.942
H -3.040 -3.368 -2.289
H -1.597 -3.580 -2.673
H -2.454 -2.211 -3.260
*
```

Entry 10:
Entry from OMol25: 2 unconnected molecules or ions with the total composition C5H15NO in a non-equilibrium geometry (ωB97M-V with the def2-TZVPD basis set).

## Properties
HOMO level (spin up / spin down) (eV): 1.31 / -5.07
Strongest force on any atom (eV/Å): 1.30
E_tot (eV): -8964.076
Energy above the lowest of the compared OMol25 structures with the same formula, charge and spin (kcal per mole): 18.49

ORCA input file:
```
! RIJCOSX wB97M-V def2-TZVPD def2/J DEFGRID3
* xyz -1 2
C 1.490 -0.236 -1.032
C 2.506 -1.366 -0.983
C 0.092 -0.652 -0.508
N -0.448 0.277 0.454
C -1.852 0.596 0.393
C -2.802 -0.436 0.965
H 1.400 0.090 -2.072
H 1.831 0.597 -0.430
H 2.838 -1.503 0.048
H 2.164 -2.340 -1.288
H 3.451 -1.168 -1.488
H -0.667 -0.841 -1.272
H 0.222 -1.695 -0.173
H -0.052 0.157 1.377
H -2.161 0.819 -0.626
H -1.914 1.598 0.839
H -3.834 -0.061 0.914
H -2.493 -0.776 1.947
H -2.816 -1.302 0.285
H 1.137 3.038 1.629
H 0.609 2.304 0.343
O 1.300 2.901 0.679
*
```

Entry 11:
Entry from OMol25: 2 unconnected molecules or ions with the total composition C5H15NO in a non-equilibrium geometry (ωB97M-V with the def2-TZVPD basis set).

## Properties
HOMO level (spin up / spin down) (eV): 1.14 / -5.47
Strongest force on any atom (eV/Å): 1.12
E_tot (eV): -8964.292
Energy above the lowest of the compared OMol25 structures with the same formula, charge and spin (kcal per mole): 13.50

ORCA input file:
```
! RIJCOSX wB97M-V def2-TZVPD def2/J DEFGRID3
* xyz -1 2
C 1.926 -1.005 -1.603
N 0.535 -0.619 -1.610
C -0.100 -0.687 -0.293
C -1.397 0.102 -0.238
C -1.158 1.592 -0.521
C -1.973 -0.055 1.184
H 2.581 -0.156 -1.446
H 2.146 -1.805 -0.883
H 2.202 -1.451 -2.565
H -0.034 -1.133 -2.266
H -0.270 -1.725 0.023
H 0.610 -0.263 0.426
H -2.146 -0.298 -0.930
H -1.615 2.240 0.220
H -0.091 1.797 -0.576
H -1.551 1.899 -1.495
H -1.422 0.611 1.850
H -3.052 0.087 1.216
H -1.769 -1.047 1.584
H 1.775 0.117 3.072
H 2.265 1.118 2.008
O 2.537 0.680 2.844
*
```

Entry 12:
Entry from OMol25: 2 unconnected molecules or ions with the total composition C5H15NO in a non-equilibrium geometry (ωB97M-V with the def2-TZVPD basis set).

## Properties
HOMO level (eV): -9.56
Strongest force on any atom (eV/Å): 2.08
E_tot (eV): -8965.623
Energy above the lowest of the compared OMol25 structures with the same formula, charge and spin (kcal per mole): 16.97

ORCA input file:
```
! RIJCOSX wB97M-V def2-TZVPD def2/J DEFGRID3
* xyz 0 1
C -0.511 1.088 2.693
C 0.224 0.534 1.453
C -0.576 -0.615 0.806
C -1.433 -0.179 -0.401
C -0.665 0.322 -1.592
N 0.141 -0.679 -2.253
H -1.359 1.723 2.438
H 0.164 1.684 3.315
H -0.811 0.261 3.326
H 0.352 1.350 0.759
H 1.165 0.099 1.777
H -1.246 -0.971 1.594
H 0.023 -1.491 0.565
H -2.136 0.558 0.022
H -2.140 -0.984 -0.608
H 0.025 1.059 -1.207
H -1.347 0.807 -2.286
H 0.897 -0.989 -1.668
H -0.362 -1.528 -2.493
O 3.559 -0.846 -2.085
H 3.221 -0.182 -1.473
H 2.813 -1.021 -2.681
*
```